ORCA calculation (the ωB97M-V functional and the def2-TZVPD basis) on a 7-piece molecular cluster, C46H49N3O14P overall.

The calculation puts the LUMO energy at -3.7 eV. The value obtained for the HOMO-LUMO gap is 7.609 eV. For the energy, the calculation gives -3340.68749 hartree. As for the total charge: +1. The HOMO energy is -11.3458 eV.

Structure (XYZ):
```
113
Properties=species:S:1:pos:R:3:forces:R:3:lowdin_charge:R:1
C -1.9761 -3.6393 5.0555 0.785 1.042 -0.597 -0.0046
C -2.1016 -2.4506 4.0157 -1.204 -0.794 2.739 -0.2390
C -3.4339 -1.7021 4.3272 0.106 1.023 0.406 -0.1610
O -4.6179 -2.2414 3.7563 0.925 -0.433 -0.590 -0.0776
C -4.5035 -2.5061 2.3637 -0.276 -0.104 -0.449 -0.2916
C -4.7497 -1.2427 1.4595 -1.045 0.859 0.023 -0.2071
N -4.8544 0.0247 2.2224 0.822 -0.724 -0.230 0.0131
C -3.2488 -3.3851 1.9838 -2.512 -0.056 0.169 -0.2836
P -3.0918 -3.6945 0.1288 2.869 -2.107 -0.476 0.7809
N -1.8555 -4.6834 -0.0787 -1.227 1.393 0.239 -0.2868
N -1.9664 -3.0148 2.6355 1.168 0.311 -0.642 -0.0528
C -1.0130 -2.1802 1.8256 1.227 1.297 -0.342 -0.1166
C -1.4516 -0.7163 1.5172 1.177 0.427 -0.241 -0.1519
C -0.1448 0.1724 1.5139 -0.335 0.051 0.225 -0.1532
C 0.3675 0.5021 2.9479 -0.409 -0.834 -0.292 -0.2510
O 1.2029 1.6635 2.9397 -0.611 -0.654 0.262 -0.0706
H -2.0160 -3.1554 6.0529 -0.159 -0.551 -0.514 0.0818
H -2.7619 -4.4033 4.9264 0.399 0.327 0.145 0.0999
H -0.9443 -4.0469 4.9494 -0.762 -0.186 0.102 0.0978
H -1.2782 -1.7612 4.2931 -0.352 -0.354 -0.868 0.1513
H -3.3671 -0.6080 4.1171 0.013 -0.783 -0.297 0.1112
H -3.5672 -1.7634 5.4278 0.122 -0.120 -0.705 0.1118
H -5.3629 -3.1836 2.1579 0.617 0.323 0.121 0.1532
H -4.0029 -1.0778 0.6648 -0.188 -0.367 0.521 0.0655
H -5.7263 -1.3711 0.9330 0.749 -0.371 0.178 0.1241
H -5.8077 0.2224 2.4898 0.077 0.163 -0.115 0.0829
H -4.4617 0.7572 1.6469 -0.405 0.253 0.188 0.0734
H -3.5050 -4.3945 2.3869 0.338 0.566 -0.375 0.1462
H -2.8715 -2.4840 -0.5891 -0.806 -0.017 0.447 0.0196
H -4.3097 -4.2993 -0.3013 -0.140 0.811 0.597 0.0286
H -1.1532 -4.2118 -0.6891 -0.409 -0.831 0.423 -0.0808
H -1.4669 -3.9040 2.7701 -0.120 0.142 -0.303 0.1718
H -0.6580 -2.6932 0.9061 -0.739 0.031 0.626 0.1156
H -0.0918 -2.0968 2.4450 -0.728 -0.285 -0.159 0.1302
H -1.8764 -0.5989 0.4968 0.012 -0.355 0.717 0.1021
H -2.1319 -0.2588 2.2602 0.089 -0.521 -0.335 0.0969
H -0.3988 1.1228 0.9945 0.346 -0.546 0.345 0.1076
H 0.6724 -0.3424 0.9629 -0.554 0.422 0.067 0.1295
H -0.4993 0.6332 3.6399 0.439 0.124 -0.457 0.1214
H 0.9320 -0.3726 3.3488 -0.128 0.609 -0.198 0.1173
H 0.7748 2.2403 3.5746 0.307 0.350 0.115 0.0743
C -0.5558 -2.5773 -4.7679 -0.249 -0.077 0.101 0.0229
C -0.7399 -3.0878 -3.5540 -0.095 0.015 -0.074 0.0194
C 0.4064 -3.3856 -2.6686 0.120 0.201 -0.154 -0.3533
O 0.2375 -3.8526 -1.5536 0.481 0.346 -0.218 0.0475
C 1.7601 -3.0975 -3.1770 -0.008 -0.026 -0.047 0.0194
C 1.9495 -2.5858 -4.3919 -0.415 0.037 0.122 0.0247
C 0.8039 -2.2863 -5.2781 0.155 -0.005 -0.101 -0.3910
O 0.9690 -1.8171 -6.3854 -0.076 0.004 0.077 0.1127
H -1.3808 -2.3524 -5.4328 0.028 0.003 -0.029 0.1278
H -1.7258 -3.3082 -3.1625 0.002 -0.045 -0.006 0.1122
H 2.5817 -3.3239 -2.5131 0.016 -0.004 -0.010 0.1198
H 2.9277 -2.3658 -4.7824 -0.017 0.126 -0.020 0.1095
C 0.3561 3.3098 -2.5394 0.217 0.013 -0.211 0.0255
C 0.4846 2.0772 -2.0537 0.047 -0.020 -0.055 0.0238
C 0.4271 0.8924 -2.9395 0.068 0.094 0.053 -0.3557
O 0.5430 -0.2333 -2.4843 -0.121 0.013 -0.003 0.0865
C 0.2236 1.1296 -4.3842 -0.127 0.064 -0.048 0.0291
C 0.0954 2.3624 -4.8705 -0.117 -0.294 -0.069 0.0197
C 0.1524 3.5464 -3.9859 0.092 -0.002 -0.078 -0.3890
O 0.0373 4.6709 -4.4277 -0.024 0.025 0.030 0.0965
H 0.3943 4.1873 -1.9060 0.036 -0.198 -0.392 0.1020
H 0.6349 1.8860 -0.9980 0.012 0.018 -0.113 0.0972
H 0.1860 0.2552 -5.0183 0.028 0.021 -0.058 0.1000
H -0.0536 2.5544 -5.9251 0.032 0.030 0.002 0.1315
C -1.8645 0.9059 8.7741 0.058 0.133 0.098 0.0227
C -2.2163 2.1468 9.1081 0.181 -0.207 0.021 0.0323
C -3.4161 2.7873 8.5236 -0.050 0.264 0.127 -0.3832
O -3.7363 3.9157 8.8240 0.014 -0.073 -0.053 0.1294
C -4.2109 1.9967 7.5560 -0.082 -0.225 -0.193 0.0330
C -3.8583 0.7562 7.2227 -0.077 0.123 -0.028 0.0170
C -2.6581 0.1168 7.8073 0.047 -0.117 0.056 -0.3762
O -2.3338 -1.0186 7.5055 -0.028 0.089 -0.150 0.0782
H -0.9906 0.4209 9.1902 -0.019 -0.038 -0.012 0.1244
H -1.6482 2.7389 9.8141 -0.036 0.029 -0.003 0.1283
H -5.0852 2.4811 7.1401 0.005 0.034 0.037 0.1271
H -4.4278 0.1645 6.5171 -0.023 -0.011 0.026 0.1107
C 4.7207 -6.9736 -5.4038 -0.167 0.063 0.223 0.0293
C 4.3107 -5.9815 -4.6153 -0.016 -0.176 -0.027 0.0266
C 4.7484 -4.5880 -4.8471 0.062 0.093 0.113 -0.3633
O 4.3740 -3.6816 -4.1249 0.600 -0.383 -0.058 0.0541
C 5.6561 -4.3354 -5.9870 0.084 -0.035 -0.161 0.0276
C 6.0669 -5.3267 -6.7763 0.003 0.272 0.055 0.0301
C 5.6297 -6.7220 -6.5452 0.098 -0.195 -0.171 -0.3841
O 6.0007 -7.6245 -7.2631 -0.031 0.057 0.054 0.1227
H 4.4122 -7.9998 -5.2501 0.027 -0.011 -0.039 0.1257
H 3.6456 -6.1465 -3.7768 0.007 0.032 0.008 0.1222
H 5.9641 -3.3088 -6.1404 -0.018 0.008 0.031 0.1240
H 6.7316 -5.1614 -7.6145 -0.004 -0.047 -0.005 0.1264
C 5.2169 3.4966 -4.9188 0.203 0.016 0.001 0.0225
C 6.1363 4.4598 -4.8842 -0.050 -0.268 -0.004 0.0259
C 5.7493 5.8879 -4.8322 0.163 0.216 -0.004 -0.3869
O 6.5857 6.7648 -4.8024 -0.045 -0.066 0.011 0.1165
C 4.3034 6.2044 -4.8188 -0.231 -0.088 0.008 0.0298
C 3.3838 5.2409 -4.8535 -0.015 0.213 0.012 0.0311
C 3.7720 3.8140 -4.9051 -0.087 -0.077 -0.025 -0.3619
O 2.9335 2.9322 -4.9347 0.119 0.087 0.063 0.1023
H 5.4801 2.4471 -4.9578 -0.042 -0.008 -0.004 0.1214
H 7.1977 4.2470 -4.8927 0.006 0.049 -0.003 0.1243
H 4.0400 7.2537 -4.7802 0.043 0.010 -0.009 0.1252
H 2.3218 5.4538 -4.8454 -0.006 -0.036 -0.015 0.1061
C -0.7862 6.0947 0.4297 -0.056 0.147 0.007 0.0301
C -0.6767 7.1229 1.2701 -0.098 -0.104 -0.239 0.0334
C 0.0899 7.0052 2.5314 0.029 0.265 0.201 -0.3830
O 0.1882 7.9388 3.2974 -0.017 -0.105 -0.069 0.1258
C 0.7314 5.7028 2.8225 0.025 -0.255 -0.067 0.0338
C 0.6217 4.6747 1.9816 0.107 0.104 0.158 0.0279
C -0.1452 4.7935 0.7210 -0.009 0.042 0.129 -0.3501
O -0.2444 3.8546 -0.0475 -0.303 0.200 0.904 0.0487
H -1.3430 6.1618 -0.4965 0.005 -0.018 -0.022 0.1263
H -1.1380 8.0823 1.0734 0.023 0.013 0.037 0.1280
H 1.2885 5.6363 3.7487 0.006 0.061 0.000 0.1259
H 1.0826 3.7152 2.1759 0.035 0.055 -0.189 0.0939
```
Positions in Å, forces in eV/Å.

ORCA calculation (the ωB97M-V functional and the def2-TZVPD basis) on C46H51AuF2N6OTe as an isolated structure.

The calculation puts the LUMO energy (alpha / beta) at -3.9 / -4.1 eV. As for the energy relative to the best compared isomer or geometry (same formula, charge and spin): 1.495 eV. The value obtained for the HOMO-LUMO gap (alpha / beta) is 5.892 / 5.749 eV. Its spin multiplicity is 2. For the energy, the calculation gives -2790.35033 hartree. As for the total charge: +1. The HOMO energy (alpha / beta) is -9.8385 / -9.8890 eV.

Structure (XYZ):
```
108
Properties=species:S:1:pos:R:3:forces:R:3:mulliken_spin:R:1
Au -0.1318 -0.0225 0.3087 -0.113 0.473 -1.514 0.0162
F -2.2567 -0.3254 -4.5508 0.015 0.055 -0.088 0.0003
C -2.4802 -0.4030 -3.2372 -0.166 -0.246 0.316 -0.0087
C -1.4112 -0.2896 -2.3684 0.570 0.020 0.004 -0.0044
C -1.6293 -0.3778 -1.0128 -0.283 0.729 0.163 0.0020
C -2.9149 -0.6024 -0.4900 0.084 -0.136 0.101 -0.0108
C -3.9529 -0.6912 -1.4156 0.353 -0.152 -0.093 -0.0065
F -5.2197 -0.8710 -1.0147 -0.044 0.005 0.091 0.0000
C -3.7619 -0.6022 -2.7795 -0.090 0.063 -0.187 0.0026
C -3.1046 -0.6076 0.9689 -0.281 0.035 0.338 -0.0017
C -4.3108 -0.8785 1.6232 -0.049 0.014 -0.067 0.0059
C -4.3870 -0.7657 2.9988 0.125 0.033 0.034 -0.0024
C -3.2586 -0.4104 3.7232 -0.039 0.008 -0.020 0.0026
C -2.0864 -0.2127 3.0210 -0.134 0.013 0.071 -0.0008
N -2.0176 -0.3097 1.6978 0.091 -0.225 -0.007 -0.0252
H -0.4312 -0.0934 -2.7806 -0.005 0.124 0.027 0.0042
H -4.6016 -0.6694 -3.4563 0.005 -0.022 0.009 -0.0002
H -5.1860 -1.1659 1.0682 -0.004 0.046 -0.042 0.0007
H -5.3269 -0.9471 3.5026 -0.006 -0.026 -0.009 0.0002
H -3.2833 -0.2929 4.7969 0.012 -0.027 0.007 0.0001
H -1.1655 0.0388 3.5321 -0.017 0.062 0.006 -0.0002
C 1.2586 -3.0463 0.7580 0.273 -0.166 0.105 -0.0001
C 1.5388 -4.5515 0.4837 -0.137 0.111 -0.021 0.0001
N 0.6777 -5.0191 -0.5933 0.072 -0.315 -0.104 0.0001
C -0.7180 -4.7761 -0.2496 0.101 0.175 -0.017 0.0000
C -0.9645 -3.2453 -0.1245 -0.131 -0.378 0.027 0.0029
N 0.3205 -2.5368 -0.2502 -0.237 1.020 0.468 -0.0213
C 0.8669 -2.7716 -1.5929 0.107 -0.088 -0.279 0.0013
C 1.0072 -4.3074 -1.8233 -0.040 0.122 0.181 -0.0003
H 2.1760 -2.4567 0.7081 -0.057 0.028 0.022 -0.0011
H 0.8155 -2.8971 1.7442 -0.022 -0.007 -0.054 0.0010
H 1.3438 -5.1515 1.3735 0.041 0.002 -0.004 0.0002
H 2.5768 -4.7085 0.1877 -0.004 -0.012 0.027 0.0001
H -0.9378 -5.2924 0.6859 -0.019 0.003 -0.017 0.0000
H -1.3461 -5.2046 -1.0312 -0.026 -0.016 0.047 0.0001
H -1.4132 -2.9893 0.8377 0.012 0.045 -0.047 -0.0003
H -1.6219 -2.8877 -0.9151 0.014 -0.023 0.054 -0.0011
H 1.8338 -2.2697 -1.6671 -0.041 0.053 0.040 -0.0006
H 0.1871 -2.3266 -2.3200 0.055 0.018 0.036 0.0003
H 2.0259 -4.5696 -2.1115 -0.024 0.032 -0.043 0.0002
H 0.3324 -4.6467 -2.6100 0.028 -0.001 -0.002 -0.0002
C 4.3513 1.6828 3.3181 0.273 0.242 0.054 -0.0031
N 3.2231 0.8686 2.9040 -0.171 -0.142 -0.018 0.0026
C 2.4917 0.0399 3.7177 -0.147 -0.163 -0.025 0.0056
C 1.4693 -0.4350 2.9553 0.062 0.051 0.155 0.0045
N 1.5633 0.1002 1.6926 -0.428 0.136 -0.007 0.0088
C 2.6322 0.8755 1.7009 0.280 -0.154 -0.141 0.1204
H 4.9442 1.1449 4.0537 -0.025 -0.085 -0.043 -0.0002
H 4.0060 2.6169 3.7611 -0.044 -0.016 -0.045 0.0003
H 4.9763 1.9225 2.4606 -0.057 -0.027 -0.031 0.0011
H 2.7691 -0.1556 4.7384 -0.009 0.051 0.009 0.0001
H 0.6851 -1.1253 3.2111 0.030 0.015 0.089 0.0002
H 3.0374 1.3985 0.8527 -0.023 0.043 0.093 -0.0834
C 7.2076 5.8851 2.1030 -0.040 -0.017 -0.029 -0.0007
C 5.9025 5.2890 1.6557 0.040 -0.062 0.029 0.0007
C 4.6904 5.7264 2.1781 0.041 -0.039 -0.020 0.0027
C 3.4767 5.1921 1.7587 -0.213 0.005 -0.014 -0.0357
C 2.1970 5.6831 2.3915 0.087 0.035 -0.025 0.0445
C 3.4899 4.2195 0.7550 -0.072 -0.455 -0.065 0.3379
Te 1.3754 3.5272 0.0889 0.296 1.053 -0.315 0.4048
N -0.3470 2.2934 -0.1184 0.581 -2.576 0.474 0.2682
C -1.5960 2.7448 -0.3242 -0.746 0.441 -0.084 0.0216
O -2.5423 2.0748 -0.7298 0.246 0.086 0.173 0.0338
C -1.9202 4.1996 -0.0108 0.106 -0.167 0.048 -0.0178
C -1.4947 4.8235 1.1565 -0.171 0.014 0.000 -0.0055
C -1.9720 6.0845 1.4871 0.000 -0.046 0.097 0.0004
C -2.8946 6.7148 0.6672 0.032 0.061 -0.047 -0.0010
C -3.3248 6.0927 -0.4970 -0.012 0.019 -0.006 0.0012
C -2.8390 4.8407 -0.8362 0.115 0.072 -0.054 0.0014
C 1.7134 3.6438 -2.0088 0.010 -0.038 0.069 0.0647
C 1.9545 2.5296 -2.8142 -0.011 0.021 0.027 -0.0722
C 2.1516 1.1349 -2.2866 -0.035 -0.061 -0.120 -0.0049
C 2.0407 2.7119 -4.1922 -0.017 0.030 -0.006 0.0010
C 1.8806 3.9556 -4.7809 0.011 -0.042 -0.022 -0.0026
C 1.9405 4.1198 -6.2723 -0.007 0.042 -0.009 0.0018
C 1.6502 5.0511 -3.9559 0.030 -0.089 0.021 -0.0024
C 1.5673 4.9186 -2.5780 -0.045 0.078 0.100 -0.0283
C 1.2942 6.1384 -1.7359 -0.017 -0.018 -0.069 0.0326
C 4.6896 3.7176 0.2558 0.000 0.008 -0.099 -0.0747
C 4.7582 2.6129 -0.7647 0.028 0.152 0.119 0.0081
C 5.8840 4.2710 0.7121 -0.080 -0.002 0.011 0.0153
H 7.0487 6.6794 2.8297 0.038 0.010 0.006 0.0000
H 7.7434 6.2994 1.2482 0.030 0.036 0.034 0.0002
H 7.8491 5.1265 2.5536 0.013 0.014 0.016 0.0004
H 4.6867 6.5011 2.9369 0.003 0.016 0.001 0.0045
H 2.4141 6.3738 3.2046 0.006 0.004 0.004 -0.0005
H 1.6189 4.8511 2.7991 -0.057 0.051 0.031 0.0011
H 1.5670 6.1990 1.6635 -0.044 -0.021 0.038 -0.0036
H -0.8361 4.3027 1.8380 0.041 0.012 0.016 -0.0055
H -1.6487 6.5622 2.4035 -0.004 -0.021 0.009 0.0001
H -3.2877 7.6851 0.9411 0.012 0.010 -0.012 -0.0002
H -4.0637 6.5745 -1.1238 0.047 0.013 -0.048 0.0000
H -3.1737 4.3423 -1.7356 -0.059 -0.052 0.043 -0.0005
H 1.7169 1.0170 -1.2953 0.030 -0.062 0.073 0.0114
H 3.2123 0.8737 -2.2474 -0.075 -0.031 -0.029 0.0051
H 1.6777 0.4111 -2.9493 -0.030 -0.024 -0.012 -0.0014
H 2.2281 1.8478 -4.8207 -0.015 -0.005 -0.010 0.0000
H 2.0927 3.1638 -6.7697 0.019 0.005 -0.014 0.0008
H 2.7520 4.7910 -6.5569 0.005 -0.011 -0.016 -0.0002
H 1.0125 4.5537 -6.6475 0.003 0.002 -0.012 -0.0002
H 1.5144 6.0311 -4.3992 0.019 0.016 0.009 0.0010
H 1.2940 7.0361 -2.3518 0.007 0.003 -0.003 0.0012
H 2.0561 6.2581 -0.9618 -0.031 0.048 0.014 -0.0074
H 0.3181 6.0572 -1.2498 0.033 0.052 0.046 -0.0145
H 3.7737 2.1953 -0.9467 0.143 0.033 0.031 -0.0027
H 5.4331 1.8209 -0.4320 -0.002 -0.027 -0.012 0.0004
H 5.1416 2.9894 -1.7148 -0.053 -0.024 -0.040 0.0017
H 6.8174 3.8889 0.3106 0.037 0.045 0.003 0.0016
```
Positions in Å, forces in eV/Å.